# 1
The following is a quantum chemistry calculation of a molecular structure, C59H136AsF6N7O3P2 in a non-equilibrium geometry, from the Open Molecules 2025 dataset.

```
! RIJCOSX wB97M-V def2-TZVPD def2/J DEFGRID3
* xyz 6 1
As 3.971 -0.127 1.684
F 4.923 -1.158 2.856
F 2.499 -0.444 2.667
F 3.000 0.859 0.508
F 5.420 0.158 0.680
F 3.643 -1.497 0.667
F 4.334 1.322 2.736
C 5.707 3.873 -6.150
N 5.605 5.294 -5.520
C 5.160 5.125 -4.051
C 7.000 6.043 -5.603
C 4.625 6.219 -6.236
C 3.114 5.916 -6.369
O 2.777 4.724 -6.922
H 4.727 3.400 -6.098
H 6.424 3.391 -5.485
H 5.939 4.096 -7.191
H 4.999 6.100 -3.592
H 5.956 4.611 -3.512
H 4.281 4.480 -4.037
H 7.250 6.166 -6.657
H 7.709 5.459 -5.016
H 6.963 6.968 -5.028
H 4.976 6.214 -7.268
H 4.773 7.153 -5.694
H 2.726 6.757 -6.942
H 2.633 6.023 -5.397
H 1.831 4.680 -7.082
C 13.639 1.416 4.994
N 12.289 0.947 5.579
C 12.057 1.932 6.698
C 11.310 1.213 4.409
C 12.377 -0.552 6.087
C 12.164 -1.643 5.081
O 13.225 -1.535 4.139
H 14.435 1.397 5.737
H 13.424 2.357 4.487
H 13.997 0.755 4.204
H 12.765 1.735 7.502
H 11.036 1.652 6.959
H 12.092 2.981 6.402
H 11.523 2.217 4.043
H 10.281 1.037 4.722
H 11.541 0.547 3.577
H 11.650 -0.649 6.893
H 13.371 -0.680 6.516
H 11.193 -1.620 4.586
H 12.297 -2.617 5.552
H 13.345 -2.282 3.548
C 3.298 9.057 5.801
N 4.770 9.250 6.125
C 5.451 7.858 5.803
C 5.298 10.359 5.179
C 4.982 9.618 7.625
C 4.115 10.724 8.290
O 3.853 11.842 7.427
H 2.890 8.316 6.488
H 3.393 8.616 4.809
H 2.766 10.007 5.861
H 5.139 7.019 6.424
H 6.504 7.962 6.067
H 5.429 7.559 4.755
H 6.345 10.629 5.320
H 4.842 11.330 5.371
H 5.160 10.046 4.145
H 6.060 9.778 7.616
H 4.689 8.674 8.085
H 4.707 11.308 8.995
H 3.266 10.506 8.938
H 4.640 12.391 7.387
C -4.052 7.773 2.289
C -4.961 7.195 3.403
N -4.332 6.076 3.936
C -4.450 4.742 3.554
C -3.453 4.047 4.287
N -2.810 4.926 5.082
C -3.367 6.186 4.917
C -1.836 4.623 6.118
H -3.261 8.314 2.808
H -4.582 8.603 1.821
H -3.896 7.029 1.509
H -5.966 6.922 3.082
H -5.085 7.914 4.213
H -5.060 4.484 2.701
H -3.235 2.994 4.187
H -3.108 7.063 5.492
H -2.197 3.800 6.736
H -1.936 5.428 6.847
H -0.826 4.384 5.786
C 1.072 -9.188 12.862
C 1.043 -7.729 13.357
N 1.676 -6.872 12.352
C 3.070 -6.636 12.219
C 3.175 -5.644 11.240
N 1.931 -5.394 10.662
C 1.032 -6.208 11.354
C 1.506 -4.395 9.588
H 1.981 -9.710 12.563
H 0.467 -9.246 11.957
H 0.575 -9.907 13.513
H 1.727 -7.668 14.203
H 0.053 -7.337 13.592
H 3.683 -7.164 12.934
H 4.116 -5.190 10.965
H -0.020 -6.323 11.138
H 2.367 -4.101 8.988
H 1.381 -3.385 9.978
H 0.601 -4.724 9.077
C -5.328 2.635 -4.109
C -5.487 1.146 -4.263
C -6.909 0.704 -4.407
C -7.560 1.159 -5.742
P -9.420 1.171 -6.073
C -9.828 1.936 -7.736
C -9.351 1.099 -8.967
C -9.781 1.782 -10.302
C -11.261 1.800 -10.671
C -10.090 -0.459 -5.982
C -11.599 -0.659 -5.690
C -12.397 -0.049 -6.870
C -13.871 -0.299 -6.904
C -10.274 2.247 -4.845
C -9.487 3.503 -4.488
C -10.204 4.405 -3.472
C -11.413 5.280 -3.952
H -5.523 3.351 -4.907
H -4.360 2.849 -3.655
H -6.002 3.032 -3.350
H -5.008 0.669 -3.408
H -4.896 0.892 -5.143
H -7.566 1.018 -3.596
H -6.892 -0.386 -4.407
H -7.150 0.461 -6.472
H -7.138 2.106 -6.079
H -9.299 2.887 -7.666
H -10.908 2.071 -7.792
H -9.745 0.083 -9.012
H -8.289 0.875 -9.065
H -9.272 1.318 -11.147
H -9.396 2.797 -10.402
H -11.810 0.918 -10.342
H -11.549 1.955 -11.711
H -11.749 2.604 -10.120
H -9.610 -0.795 -5.063
H -9.751 -1.017 -6.854
H -11.903 -0.254 -4.725
H -11.922 -1.699 -5.650
H -12.045 -0.299 -7.870
H -12.404 1.039 -6.805
H -14.132 -1.300 -7.246
H -14.383 0.519 -7.411
H -14.270 -0.267 -5.891
H -10.472 1.742 -3.900
H -11.256 2.399 -5.294
H -9.355 4.115 -5.380
H -8.470 3.278 -4.167
H -9.524 5.161 -3.079
H -10.485 3.785 -2.621
H -12.179 4.673 -4.435
H -11.042 5.998 -4.683
H -12.114 5.694 -3.228
C 1.344 -4.039 -6.553
C 2.173 -5.073 -5.767
C 1.509 -5.422 -4.445
C 2.356 -6.386 -3.607
P 1.348 -7.395 -2.474
C -0.060 -6.534 -1.791
C -0.807 -7.241 -0.656
C -1.974 -6.453 -0.130
C -1.623 -5.195 0.666
C 2.398 -7.903 -1.044
C 3.905 -7.934 -1.272
C 4.772 -8.503 -0.121
C 4.844 -7.466 1.035
C 0.686 -8.900 -3.297
C 0.479 -10.197 -2.470
C -0.365 -11.250 -3.213
C -0.572 -12.328 -2.137
H 1.247 -3.108 -5.993
H 0.349 -4.434 -6.757
H 1.736 -3.687 -7.507
H 3.211 -4.753 -5.680
H 2.249 -5.888 -6.486
H 0.531 -5.794 -4.752
H 1.262 -4.581 -3.798
H 3.201 -5.812 -3.227
H 2.801 -7.084 -4.316
H -0.729 -6.381 -2.638
H 0.227 -5.543 -1.439
H -0.180 -7.490 0.200
H -1.254 -8.163 -1.027
H -2.564 -7.111 0.508
H -2.677 -6.228 -0.932
H -1.580 -4.434 -0.112
H -0.709 -5.192 1.260
H -2.428 -4.965 1.364
H 2.091 -8.852 -0.604
H 2.300 -7.092 -0.322
H 4.323 -6.956 -1.511
H 4.098 -8.613 -2.102
H 5.776 -8.562 -0.542
H 4.487 -9.503 0.206
H 5.850 -7.582 1.437
H 4.183 -7.619 1.888
H 4.589 -6.464 0.690
H 1.328 -9.158 -4.139
H -0.210 -8.694 -3.883
H 0.016 -9.963 -1.512
H 1.455 -10.577 -2.166
H 0.058 -11.671 -4.125
H -1.253 -10.718 -3.553
H 0.427 -12.609 -1.807
H -1.083 -13.194 -2.559
H -1.001 -11.926 -1.219
*
```

Summary:
orbital gap = 9.50 eV
ΔE to the lowest compared entry with this formula, charge and spin = 0.000 eV
lowest unoccupied orbital energy = -8.33 eV
maximum force = 5.11 eV/A
electronic energy = -175630.232 eV

***

# 2
The following is a quantum chemistry calculation of a molecular structure, C59H147N9O20Zn in a non-equilibrium geometry, from the Open Molecules 2025 dataset.

```
! RIJCOSX wB97M-V def2-TZVPD def2/J DEFGRID3
* xyz 0 1
Zn -1.917 -7.362 0.278
C 0.987 -2.236 0.740
C -0.521 -2.465 0.869
O -0.835 -3.774 1.196
H 0.988 -1.251 0.274
H 1.503 -2.999 0.157
H 1.499 -2.250 1.702
H -1.014 -2.183 -0.061
H -0.918 -1.771 1.610
C -4.308 -4.690 -4.181
C -3.640 -6.018 -4.150
C -2.184 -5.900 -4.595
O -3.728 -6.696 -2.935
H -5.319 -4.664 -3.774
H -4.280 -4.284 -5.192
H -3.791 -3.981 -3.534
H -4.122 -6.564 -4.961
H -2.192 -5.652 -5.656
H -1.639 -6.844 -4.592
H -1.695 -5.168 -3.952
C -7.417 -5.415 4.215
O -6.792 -6.713 4.080
C -6.326 -7.074 2.788
C -5.787 -8.542 2.798
N -4.372 -8.728 3.212
C -4.101 -8.177 4.576
C -4.646 -9.068 5.668
O -4.219 -10.421 5.524
C -4.883 -11.328 6.419
H -7.463 -5.254 5.292
H -8.427 -5.418 3.805
H -6.813 -4.656 3.719
H -5.592 -6.349 2.436
H -7.127 -7.038 2.049
H -5.874 -9.041 1.833
H -6.389 -9.251 3.366
H -4.362 -9.715 3.426
H -4.523 -7.181 4.709
H -3.023 -8.125 4.728
H -5.733 -9.058 5.590
H -4.291 -8.694 6.628
H -4.565 -11.139 7.444
H -4.611 -12.364 6.220
H -5.972 -11.293 6.413
C 14.120 2.813 1.519
O 13.958 3.848 2.457
C 14.051 3.524 3.864
C 13.014 2.457 4.358
N 11.622 2.953 4.285
C 10.704 1.845 4.538
C 9.238 2.308 4.503
O 8.753 2.714 3.237
C 8.520 1.686 2.344
H 14.325 3.231 0.534
H 13.376 2.017 1.565
H 15.062 2.324 1.764
H 13.856 4.413 4.465
H 15.022 3.116 4.142
H 13.186 2.364 5.430
H 13.137 1.494 3.863
H 11.484 3.495 3.444
H 10.961 1.352 5.475
H 10.846 1.068 3.787
H 9.096 3.250 5.032
H 8.538 1.610 4.960
H 9.458 1.176 2.124
H 8.033 2.143 1.483
H 7.853 0.920 2.739
C -4.065 1.807 8.646
O -3.619 2.911 9.522
C -2.740 3.793 8.834
C -1.464 3.167 8.186
N -0.745 2.257 9.032
C 0.191 1.480 8.262
C -0.444 0.378 7.384
O -1.068 -0.635 8.206
C -1.773 -1.608 7.438
H -4.898 1.228 9.043
H -3.227 1.158 8.390
H -4.475 2.243 7.735
H -2.466 4.433 9.673
H -3.276 4.379 8.088
H -0.898 4.046 7.876
H -1.863 2.736 7.268
H -1.399 1.645 9.499
H 0.979 1.015 8.854
H 0.761 2.156 7.625
H 0.255 -0.151 6.736
H -1.244 0.804 6.778
H -2.713 -1.158 7.117
H -1.903 -2.505 8.043
H -1.226 -1.876 6.534
C -2.593 10.505 -8.622
O -1.584 10.175 -7.692
C -2.075 10.279 -6.333
C -0.988 9.983 -5.311
N -0.775 8.554 -5.178
C -0.023 8.309 -3.939
C 0.199 6.767 -3.710
O 0.791 6.556 -2.430
C 0.917 5.137 -2.299
H -2.270 10.430 -9.661
H -2.870 11.560 -8.626
H -3.529 9.948 -8.570
H -2.881 9.559 -6.198
H -2.537 11.249 -6.147
H -1.229 10.392 -4.330
H -0.098 10.545 -5.590
H -0.083 8.279 -5.861
H -0.477 8.789 -3.073
H 0.987 8.688 -4.096
H 0.835 6.478 -4.547
H -0.750 6.243 -3.827
H 1.377 4.914 -1.336
H 1.366 4.576 -3.119
H -0.078 4.693 -2.258
C 5.714 -4.911 -4.417
O 6.332 -4.934 -5.724
C 6.556 -6.256 -6.227
C 7.244 -6.121 -7.597
N 8.511 -5.367 -7.409
C 8.852 -4.680 -8.653
C 9.945 -3.628 -8.549
O 9.622 -2.635 -7.630
C 10.748 -1.804 -7.332
H 5.915 -5.811 -3.837
H 4.677 -4.578 -4.447
H 6.251 -4.117 -3.897
H 5.644 -6.818 -6.428
H 7.192 -6.888 -5.607
H 6.652 -5.487 -8.257
H 7.239 -7.131 -8.008
H 8.409 -4.601 -6.758
H 8.016 -4.242 -9.199
H 9.306 -5.430 -9.300
H 10.076 -3.160 -9.525
H 10.882 -4.100 -8.256
H 10.539 -0.948 -6.691
H 11.127 -1.361 -8.253
H 11.622 -2.340 -6.962
C -0.027 1.113 -6.072
O 0.186 1.642 -7.417
C -1.006 1.943 -8.120
C -0.680 2.425 -9.542
N 0.350 3.407 -9.741
C 0.480 4.461 -8.776
C 1.233 5.696 -9.302
O 1.579 6.564 -8.231
C 2.014 7.810 -8.737
H -0.443 0.106 -6.070
H -0.768 1.684 -5.512
H 0.939 1.116 -5.566
H -1.560 2.795 -7.725
H -1.703 1.105 -8.135
H -1.564 2.974 -9.869
H -0.478 1.578 -10.198
H 1.243 2.938 -9.694
H 0.963 4.055 -7.886
H -0.521 4.760 -8.465
H 0.650 6.080 -10.139
H 2.177 5.333 -9.707
H 2.683 7.871 -9.596
H 2.402 8.423 -7.924
H 1.148 8.336 -9.140
C -6.894 1.214 -1.362
O -6.709 2.445 -2.035
C -6.621 2.288 -3.433
C -6.066 3.608 -4.010
N -6.983 4.775 -3.699
C -6.582 6.112 -4.050
C -7.718 7.139 -3.787
O -8.074 7.308 -2.409
C -7.167 8.019 -1.581
H -7.654 0.570 -1.806
H -7.140 1.462 -0.330
H -5.971 0.644 -1.258
H -7.592 1.992 -3.832
H -5.826 1.586 -3.686
H -6.116 3.581 -5.099
H -5.066 3.796 -3.621
H -7.043 4.758 -2.691
H -6.377 6.212 -5.116
H -5.748 6.400 -3.411
H -8.575 6.777 -4.356
H -7.523 8.139 -4.176
H -7.676 8.329 -0.669
H -6.864 8.943 -2.074
H -6.317 7.428 -1.241
C 2.629 -7.595 6.767
O 3.727 -8.181 6.092
C 3.506 -8.640 4.800
C 4.864 -9.042 4.215
N 5.914 -8.043 4.286
C 5.568 -6.887 3.443
C 6.570 -5.751 3.808
O 6.411 -5.274 5.140
C 5.126 -4.616 5.421
H 2.963 -7.054 7.652
H 1.939 -8.372 7.096
H 2.020 -6.952 6.132
H 3.073 -7.839 4.202
H 2.889 -9.539 4.817
H 4.575 -9.298 3.196
H 5.153 -9.997 4.653
H 5.942 -7.668 5.224
H 4.525 -6.594 3.565
H 5.749 -7.174 2.407
H 6.539 -4.862 3.178
H 7.581 -6.064 3.546
H 4.839 -3.827 4.726
H 5.066 -4.218 6.434
H 4.272 -5.294 5.421
C -5.121 3.433 2.539
O -5.760 3.700 3.786
C -6.883 4.590 3.795
C -8.093 3.761 3.288
N -8.725 3.032 4.385
C -9.798 2.169 3.895
C -10.446 1.469 5.127
O -9.456 0.783 5.853
C -9.928 0.081 7.016
H -4.538 4.294 2.211
H -5.865 3.203 1.776
H -4.407 2.612 2.610
H -6.603 5.454 3.193
H -6.939 4.902 4.838
H -7.868 3.157 2.409
H -8.870 4.409 2.881
H -8.030 2.496 4.885
H -9.350 1.539 3.127
H -10.603 2.754 3.450
H -11.309 0.841 4.904
H -10.869 2.208 5.808
H -10.178 0.816 7.781
H -9.119 -0.458 7.508
H -10.839 -0.496 6.857
*
```

Summary:
orbital gap = 2.67 eV
lowest unoccupied orbital energy = -4.93 eV
maximum force = 2.87 eV/A
electronic energy = -166319.520 eV